No. 1
11
Properties=species:S:1:pos:R:3:mulliken_charge:R:1 method="wB97M-V/def2-TZVPD" homo_energy_ev=-9.37 max_force_ev_per_a=5.3 gap_ha=0.37693 e_tot_ev=-7194.020
C 1.52282 0.51522 0.04543 -0.92
C 0.47202 0.00035 -0.88052 0.11
N -0.64619 -0.49635 -0.49590 -0.46
N -1.17864 -0.17831 0.76529 -0.26
O -2.55728 -0.55010 0.75180 -0.39
H 1.98699 -0.30619 0.60213 0.27
H 1.07747 1.18404 0.78060 0.30
H 2.31327 1.02483 -0.50696 0.30
H 0.66632 -0.06554 -1.94348 0.39
H -0.67779 -1.26222 0.67321 0.34
H -2.97901 0.13428 0.20840 0.33

No. 2
60
Properties=species:S:1:pos:R:3:mulliken_charge:R:1 method="wB97M-V/def2-TZVPD" homo_energy_ev=-8.04 max_force_ev_per_a=1.0 gap_ha=0.29239 e_tot_ev=-40503.598
C 3.93166 2.95651 -1.60068 -1.07
C 2.63541 2.52125 -2.26752 -0.47
O 1.69444 2.01515 -1.31355 -0.16
C 0.83900 2.87914 -0.75521 -0.29
O 0.84928 4.06532 -0.94403 -0.62
C -0.16309 2.12883 0.09911 1.73
C -1.01685 3.04603 0.96778 -1.19
C -2.04571 2.19369 1.70458 -0.64
C -2.88504 1.38439 0.71758 -0.81
N -2.01952 0.55186 -0.09617 0.59
C -2.34725 -0.74447 -0.31543 0.86
N -3.53080 -1.11261 0.15618 -0.46
C -4.01530 -2.33894 -0.08064 0.14
C -5.28136 -2.71939 0.40662 -0.65
C -5.78338 -3.95090 0.08636 -0.47
C -5.05479 -4.84846 -0.71250 -0.52
C -3.81215 -4.51662 -1.18026 -0.66
C -3.27138 -3.26017 -0.86021 0.16
N -2.01310 -2.93321 -1.21536 -0.48
C -1.53050 -1.75128 -0.95327 0.63
C -0.04021 -1.71144 -1.26869 0.18
C 0.30831 -0.98219 -2.46270 -0.31
N 0.59029 -0.44472 -3.43275 -0.62
C 0.83408 -1.28760 -0.08192 0.37
O 0.40787 -0.89354 0.96838 -0.53
O 2.10700 -1.46801 -0.40037 -0.27
C 3.13802 -1.24505 0.57660 0.21
C 3.12368 -2.32952 1.64503 -1.56
C 3.06978 0.15800 1.18490 0.29
O 4.37188 0.50470 1.59811 -0.43
C 4.41497 1.73865 2.27064 -0.65
C -1.07812 1.33246 -0.84867 -1.33
H 4.62993 3.29642 -2.36001 0.46
H 3.73884 3.77618 -0.91170 0.27
H 4.37985 2.12828 -1.05664 0.22
H 2.80044 1.69378 -2.96047 0.36
H 2.17667 3.36463 -2.79259 0.41
H 0.37202 1.41510 0.73053 -0.10
H -0.38717 3.58681 1.67564 0.42
H -1.51346 3.78351 0.33428 0.36
H -2.70449 2.82547 2.30108 0.45
H -1.52996 1.50342 2.37431 0.31
H -3.58287 0.73393 1.24208 0.45
H -3.45427 2.06229 0.06823 0.28
H -5.83631 -2.01561 1.00702 0.44
H -6.75885 -4.24454 0.44627 0.38
H -5.48528 -5.80965 -0.95126 0.38
H -3.23107 -5.19145 -1.78951 0.45
H 0.22587 -2.75828 -1.48541 0.63
H 4.06006 -1.30695 -0.01055 0.39
H 3.23344 -3.31112 1.19032 0.37
H 2.19046 -2.29727 2.20291 0.34
H 3.95201 -2.15593 2.32532 0.44
H 2.70904 0.86563 0.42398 -0.36
H 2.37997 0.17699 2.04042 0.43
H 5.45841 1.91891 2.51937 0.28
H 4.04307 2.55232 1.63661 0.21
H 3.81808 1.70997 3.19043 0.31
H -0.47933 0.71117 -1.50617 -0.18
H -1.63223 2.04813 -1.47644 0.62